Below is C46H63FFeN5O2S as an isolated structure, with properties calculated with wB97M-V/def2-TZVPD.

Computed properties:
Relative energy (zero: lowest compared OMol25 entry of this formula, charge and spin)   0.0 kcal per mole
Frontier orbital gap (alpha / beta)   0.255 / 0.249 hartree
Expectation value of S²   8.763
Multiplicity   6
HOMO energy (alpha / beta)   -7.5 / -7.6 eV

Last column: Löwdin spin population.
Element x y z (Å)
Fe (0.053463, -1.538203, 0.215827)  4.215
C (0.880246, 2.990087, 1.420211)  0.000
N (0.397407, 2.889983, 0.057176)  0.000
C (1.003992, 3.925129, -0.754246)  0.000
C (-1.057115, 2.981640, 0.008049)  0.000
C (-1.686936, 2.273319, -1.186357)  0.000
N (-1.818096, 0.820181, -1.078227)  0.003
C (-2.134385, 0.289728, -2.417324)  0.002
C (-0.995138, -0.314987, -3.191604)  0.014
C (-0.635057, 0.199628, -4.426676)  -0.001
C (0.344740, -0.409295, -5.201467)  0.012
C (0.879405, -1.605452, -4.723296)  -0.002
C (0.522705, -2.196720, -3.515669)  0.012
C (-0.374958, -1.475472, -2.695287)  0.011
O (-0.687756, -1.862754, -1.462687)  0.164
C (1.039264, -3.600633, -3.165822)  0.001
C (1.746707, -4.246842, -4.362794)  0.000
C (2.045908, -3.571969, -2.015516)  0.001
C (-0.132132, -4.518651, -2.787438)  0.001
C (0.797534, 0.127608, -6.553854)  0.001
C (2.311661, 0.372831, -6.527915)  0.001
C (0.104905, 1.442278, -6.909954)  0.000
C (0.471456, -0.899191, -7.647558)  0.001
C (-2.923732, 0.438800, -0.190829)  0.001
C (-2.825274, 0.711695, 1.286710)  0.019
C (-3.802164, 1.499454, 1.882700)  -0.002
C (-3.838132, 1.702647, 3.253597)  0.017
C (-2.876798, 1.040015, 4.017069)  -0.003
C (-1.898316, 0.212593, 3.481535)  0.018
C (-1.859128, 0.075716, 2.076131)  0.015
O (-0.898309, -0.622583, 1.472143)  0.201
C (-0.919614, -0.526900, 4.390879)  0.001
C (0.514111, -0.062551, 4.093901)  0.000
C (-1.184286, -0.255803, 5.874293)  0.000
C (-1.075884, -2.038874, 4.182218)  0.001
C (-4.882542, 2.574012, 3.942913)  0.002
C (-4.186394, 3.649099, 4.787196)  0.001
C (-5.749602, 1.698129, 4.856310)  0.001
C (-5.795754, 3.276419, 2.938140)  0.000
H (0.637095, 3.961400, 1.883527)  0.000
H (1.966010, 2.873581, 1.438090)  0.000
H (0.440720, 2.198597, 2.021634)  0.000
H (0.792385, 4.934185, -0.359550)  0.000
H (0.631962, 3.883268, -1.779099)  0.000
H (2.084919, 3.794688, -0.783475)  0.000
H (-1.365580, 4.043119, -0.005582)  0.000
H (-1.458658, 2.560128, 0.925872)  0.000
H (-1.093389, 2.486767, -2.080606)  0.000
H (-2.685159, 2.718666, -1.369415)  0.000
H (-2.600592, 1.085290, -3.019448)  0.000
H (-2.891591, -0.490714, -2.319516)  0.001
H (-1.136216, 1.096287, -4.766167)  0.000
H (1.582549, -2.125460, -5.355265)  0.000
H (2.679130, -3.741837, -4.619623)  0.000
H (1.108629, -4.266661, -5.246239)  0.000
H (1.995624, -5.276683, -4.107032)  0.000
H (2.895712, -2.927406, -2.256085)  0.000
H (2.419595, -4.580816, -1.827470)  0.000
H (1.586810, -3.232159, -1.092823)  0.000
H (-0.842506, -4.584523, -3.613768)  0.000
H (-0.656300, -4.170433, -1.901957)  0.000
H (0.247735, -5.522360, -2.588874)  0.000
H (2.570926, 1.107678, -5.762477)  0.000
H (2.651222, 0.753101, -7.492976)  0.000
H (2.862399, -0.542671, -6.313996)  0.000
H (0.316177, 2.219778, -6.175490)  0.000
H (-0.975953, 1.323011, -6.978380)  0.000
H (0.461069, 1.791779, -7.879438)  0.000
H (0.987133, -1.842895, -7.474576)  0.000
H (0.775977, -0.523860, -8.626124)  0.000
H (-0.598972, -1.104008, -7.676199)  0.000
H (-3.056717, -0.641485, -0.301665)  0.000
H (-3.852924, 0.915484, -0.556249)  0.000
H (-4.531285, 1.968575, 1.236702)  0.000
H (-2.912871, 1.160861, 5.089120)  0.000
H (0.604093, 1.014009, 4.254339)  0.000
H (0.803606, -0.288318, 3.067258)  -0.001
H (1.218289, -0.562023, 4.762134)  0.000
H (-1.051572, 0.794784, 6.134428)  0.000
H (-0.472068, -0.832158, 6.465361)  0.000
H (-2.187203, -0.563132, 6.170757)  0.000
H (-0.824450, -2.353194, 3.177583)  0.000
H (-2.105612, -2.336228, 4.385568)  0.000
H (-0.429164, -2.575423, 4.880167)  0.000
H (-3.558434, 3.210365, 5.560642)  0.000
H (-4.927823, 4.280840, 5.277439)  0.000
H (-3.555752, 4.281900, 4.162529)  0.000
H (-5.149228, 1.210034, 5.622964)  0.000
H (-6.252692, 0.921380, 4.280451)  0.000
H (-6.508285, 2.302261, 5.355717)  0.000
H (-5.226777, 3.891909, 2.241470)  0.000
H (-6.490297, 3.926951, 3.470065)  0.000
H (-6.385451, 2.563703, 2.362465)  0.000
N (4.342930, -1.393625, 1.549012)  0.003
C (4.367834, -1.592981, 2.949886)  0.000
C (5.399577, -1.080189, 3.717694)  0.000
C (5.407869, -1.294960, 5.089279)  0.000
C (4.372638, -1.995330, 5.688038)  0.000
C (3.326229, -2.479750, 4.915639)  0.001
C (3.327985, -2.298123, 3.541207)  0.002
S (2.054735, -2.995914, 2.539791)  0.003
N (2.048383, -1.854463, 1.272787)  0.040
C (3.135047, -1.291881, 0.899959)  0.005
C (3.055276, -0.525981, -0.368378)  0.004
C (4.172119, -0.034886, -1.031856)  0.001
C (3.989333, 0.633246, -2.235207)  0.000
C (2.701612, 0.817641, -2.700472)  0.001
C (1.642512, 0.300764, -1.964273)  0.004
N (1.811842, -0.393105, -0.848036)  0.044
H (5.087995, -0.814886, 1.197377)  0.000
H (6.198756, -0.521230, 3.245407)  0.000
H (6.220874, -0.906191, 5.685166)  0.000
H (4.371719, -2.158538, 6.755984)  0.000
H (2.505434, -3.012243, 5.377624)  0.000
H (5.171318, -0.202023, -0.661207)  0.000
H (4.841797, 1.003727, -2.788397)  0.000
H (2.497961, 1.349010, -3.619480)  0.000
H (0.620084, 0.421564, -2.307183)  0.000
F (-0.084123, -3.313736, 0.780468)  0.183

Forces on the atoms, in the same order (eV/Å):
Fe 0.2 -0.6 0.2
C 0.0 0.0 0.0
N 0.0 0.0 -0.1
C 0.0 0.0 -0.1
C 0.0 0.0 0.1
C 0.0 0.2 0.0
N 0.1 0.1 0.1
C -0.1 0.0 -0.1
C -0.4 -0.3 -0.3
C 0.1 0.0 0.0
C 0.0 0.0 0.1
C -0.2 0.1 -0.1
C -0.1 0.0 0.0
C -0.4 -0.3 -0.2
O 0.1 -0.2 -0.1
C 0.0 0.0 0.0
C 0.0 0.0 0.0
C 0.0 0.1 0.1
C -0.1 0.0 0.0
C 0.0 0.0 -0.1
C 0.0 0.0 0.0
C 0.0 0.0 0.0
C 0.0 0.0 0.0
C -0.1 -0.2 0.0
C -0.1 0.0 0.0
C 0.1 0.1 0.1
C 0.1 -0.1 -0.1
C -0.1 0.0 -0.1
C 0.0 0.1 0.0
C 0.0 0.2 -0.2
O 0.3 -0.2 0.1
C 0.1 0.0 0.0
C 0.0 -0.1 -0.1
C 0.0 0.0 0.0
C 0.0 0.0 0.1
C 0.0 0.0 0.0
C 0.0 0.0 0.0
C 0.0 0.0 0.0
C 0.0 0.0 0.0
H 0.0 0.0 0.0
H 0.0 0.0 0.0
H 0.0 -0.1 0.1
H 0.0 0.0 0.0
H 0.0 0.0 0.0
H 0.1 0.0 0.0
H 0.0 -0.1 0.0
H 0.0 0.0 0.0
H 0.0 0.0 0.0
H 0.1 0.0 0.0
H 0.0 -0.1 0.0
H 0.0 0.0 0.1
H 0.0 0.0 0.0
H 0.1 0.0 0.0
H 0.0 0.0 0.0
H 0.0 0.0 0.0
H 0.0 0.0 0.0
H 0.0 0.0 0.0
H 0.0 0.0 0.0
H 0.0 0.0 0.1
H 0.0 0.0 0.0
H 0.0 0.1 0.1
H 0.0 0.0 0.0
H 0.0 0.0 -0.1
H 0.0 0.0 0.0
H 0.0 0.0 0.0
H 0.0 0.1 0.1
H -0.1 0.0 0.0
H 0.0 0.0 0.0
H 0.0 0.0 0.0
H 0.0 0.0 0.0
H 0.0 0.0 0.0
H 0.1 0.0 -0.1
H 0.0 -0.1 0.0
H -0.1 0.0 0.0
H 0.0 0.0 0.0
H 0.0 0.0 0.0
H 0.0 0.1 0.1
H 0.0 0.0 0.0
H 0.0 0.1 0.0
H 0.0 0.0 0.0
H 0.0 0.0 0.0
H 0.0 0.0 -0.2
H -0.1 0.0 0.0
H 0.1 0.0 0.0
H 0.0 0.0 0.0
H 0.0 0.0 0.0
H 0.0 0.0 0.0
H 0.0 0.0 0.0
H 0.0 0.0 0.0
H 0.0 0.0 0.0
H 0.0 0.1 0.0
H 0.0 0.0 0.0
H 0.0 -0.1 0.0
N -0.3 0.0 -0.2
C 0.0 0.0 0.0
C 0.0 0.0 0.0
C 0.0 0.0 0.0
C 0.0 0.0 0.0
C 0.0 0.0 0.0
C 0.1 -0.1 0.1
S 0.0 0.0 0.0
N 0.0 0.1 0.1
C 0.0 -0.1 0.0
C 0.2 0.1 -0.1
C -0.3 -0.2 0.1
C -0.2 0.0 -0.1
C 0.2 0.1 0.1
C -0.1 0.3 0.0
N 0.0 0.2 0.3
H -0.1 0.0 0.0
H 0.0 0.0 0.0
H 0.0 0.0 0.0
H 0.0 0.0 0.0
H 0.0 0.0 0.0
H 0.1 0.0 0.1
H 0.0 0.0 0.0
H 0.0 0.0 0.1
H 0.6 0.3 0.3
F 0.0 0.4 -0.1